{"formula": "C78H65F13", "method": "wB97M-V/def2-TZVPD", "elements": ["F", "C", "C", "C", "C", "C", "C", "H", "H", "H", "H", "H", "F", "C", "C", "C", "C", "C", "C", "H", "H", "H", "H", "H", "F", "C", "C", "C", "C", "C", "C", "H", "H", "H", "H", "H", "F", "C", "C", "C", "C", "C", "C", "H", "H", "H", "H", "H", "F", "C", "C", "C", "C", "C", "C", "H", "H", "H", "H", "H", "F", "C", "C", "C", "C", "C", "C", "H", "H", "H", "H", "H", "F", "C", "C", "C", "C", "C", "C", "H", "H", "H", "H", "H", "F", "C", "C", "C", "C", "C", "C", "H", "H", "H", "H", "H", "F", "C", "C", "C", "C", "C", "C", "H", "H", "H", "H", "H", "F", "C", "C", "C", "C", "C", "C", "H", "H", "H", "H", "H", "F", "C", "C", "C", "C", "C", "C", "H", "H", "H", "H", "H", "F", "C", "C", "C", "C", "C", "C", "H", "H", "H", "H", "H", "F", "C", "C", "C", "C", "C", "C", "H", "H", "H", "H", "H"], "xyz": [[0.4896, 1.8001, -4.0482], [-0.8243, 2.1265, -4.0605], [-1.4560, 2.4006, -2.8531], [-2.7825, 2.8712, -2.8569], [-3.4970, 3.0627, -4.0716], [-2.9293, 2.6482, -5.2636], [-1.5637, 2.2654, -5.2522], [-1.0663, 2.3067, -1.8502], [-3.3046, 3.1263, -1.9465], [-4.4734, 3.5207, -4.0142], [-3.6038, 2.8243, -6.0885], [-1.0523, 1.9283, -6.1417], [6.4448, 0.9317, -1.7073], [6.1506, 1.0246, -0.3664], [7.0919, 0.6161, 0.5593], [6.8349, 0.6734, 1.9646], [5.5556, 1.1166, 2.3009], [4.5389, 1.4977, 1.4260], [4.8753, 1.3647, 0.1115], [8.0029, 0.1371, 0.2319], [7.5038, 0.3945, 2.7654], [5.3801, 1.2052, 3.3629], [3.5820, 1.7755, 1.8426], [4.1604, 1.6074, -0.6608], [0.0272, -0.0536, -8.2925], [-0.5514, -0.5590, -7.1718], [-1.8564, -1.1101, -7.2330], [-2.3535, -1.7240, -6.0664], [-1.5783, -1.6673, -4.9790], [-0.2497, -1.2488, -4.9783], [0.2781, -0.6674, -6.1426], [-2.4501, -1.0354, -8.1321], [-3.3466, -2.1434, -6.0014], [-2.0082, -2.0549, -4.0672], [0.1688, -1.1858, -3.9846], [1.3219, -0.3935, -6.1838], [1.8017, 4.7741, 5.3936], [0.4673, 4.8637, 5.3469], [-0.2497, 5.7737, 6.0939], [-1.6268, 5.9152, 5.8495], [-2.2372, 5.1083, 4.8901], [-1.5277, 4.1808, 4.1282], [-0.1375, 4.0703, 4.3931], [0.3286, 6.3589, 6.7935], [-2.2020, 6.6113, 6.4419], [-3.3132, 5.0941, 4.7980], [-2.0032, 3.4719, 3.4665], [0.5259, 3.4180, 3.8447], [-1.6966, -3.3286, -0.1344], [-2.6593, -2.7537, -0.9017], [-2.5089, -1.4331, -1.1358], [-3.4813, -0.7400, -1.8907], [-4.6185, -1.4617, -2.4044], [-4.7216, -2.8236, -2.2414], [-3.7361, -3.5074, -1.5045], [-1.6732, -0.8620, -0.7593], [-3.3546, 0.2885, -2.1950], [-5.3930, -0.9413, -2.9481], [-5.5481, -3.3145, -2.7338], [-3.6996, -4.5797, -1.3812], [-0.7802, -2.1511, 4.0350], [-0.1019, -1.2243, 4.8119], [-0.8209, -0.4473, 5.7565], [-0.2644, 0.6349, 6.4220], [1.0312, 0.9529, 6.1122], [1.7683, 0.3570, 5.0586], [1.2040, -0.7754, 4.4639], [-1.7527, -0.9052, 6.0540], [-0.7401, 1.2099, 7.2027], [1.6191, 1.6764, 6.6576], [2.7963, 0.6422, 4.8905], [1.7638, -1.2989, 3.7030], [3.7531, 0.0659, -3.5705], [4.4946, -1.0306, -3.7145], [5.2463, -1.4142, -2.6208], [6.2418, -2.3477, -2.7812], [6.4989, -2.8028, -4.1088], [5.6304, -2.4971, -5.2329], [4.6529, -1.5744, -4.9729], [5.0970, -0.9306, -1.6667], [6.9268, -2.6851, -2.0174], [7.3864, -3.4065, -4.2286], [5.6714, -3.0790, -6.1417], [3.9856, -1.2638, -5.7632], [4.6418, -6.0626, -2.5567], [3.3741, -5.6633, -2.4609], [2.8645, -4.7374, -3.3758], [1.4802, -4.3718, -3.2866], [0.8173, -4.8188, -2.0894], [1.3945, -5.6257, -1.1244], [2.5909, -6.2057, -1.4364], [3.4500, -4.3931, -4.2155], [0.8579, -3.8009, -3.9598], [-0.2296, -4.5533, -2.0865], [0.8282, -5.9857, -0.2781], [2.9166, -6.9452, -0.7199], [1.2081, -4.7388, 1.8816], [2.1765, -5.5380, 2.3809], [3.4742, -5.1360, 2.2621], [4.4474, -5.9821, 2.6997], [4.1221, -7.2136, 3.1740], [2.8037, -7.6525, 3.2281], [1.8054, -6.7495, 2.8256], [3.7070, -4.2080, 1.7612], [5.4548, -5.6026, 2.6127], [4.8975, -7.8631, 3.5525], [2.5667, -8.6684, 3.5080], [0.7500, -6.9757, 2.7899], [-6.9497, -3.6218, 4.1995], [-6.1951, -2.8394, 3.3802], [-6.6895, -1.5752, 3.1394], [-5.9262, -0.6262, 2.4062], [-4.7214, -1.0005, 1.8877], [-4.1417, -2.2195, 2.2086], [-4.9114, -3.1824, 2.9282], [-7.7028, -1.3674, 3.4502], [-6.4082, 0.2884, 2.0939], [-4.1209, -0.2385, 1.4132], [-3.2128, -2.6576, 1.8744], [-4.5641, -4.2017, 3.0107], [-0.0909, 2.1505, 1.6903], [0.2388, 1.0065, 1.0743], [-0.1248, -0.1762, 1.6751], [0.2053, -1.4276, 1.2270], [0.9342, -1.4927, 0.0410], [1.2820, -0.2748, -0.6628], [0.9206, 1.0041, -0.1680], [-0.7354, -0.1095, 2.5633], [-0.3421, -2.2632, 1.6378], [1.0428, -2.4398, -0.4665], [1.7760, -0.2970, -1.6230], [1.2890, 1.8811, -0.6794], [0.6886, 4.3471, -2.1748], [0.5701, 5.4138, -1.3896], [0.6602, 6.7237, -1.9120], [0.3541, 7.7894, -1.0406], [0.0354, 7.5490, 0.2707], [-0.0393, 6.2680, 0.7983], [0.3218, 5.2200, -0.0508], [0.9672, 6.8781, -2.9359], [0.4435, 8.7990, -1.4136], [-0.1477, 8.3693, 0.9490], [-0.3284, 6.1711, 1.8344], [0.3530, 4.2067, 0.3215], [-6.8702, 2.5955, 0.3510], [-5.7902, 3.3155, 0.6827], [-4.5625, 2.7514, 0.5919], [-3.4364, 3.5132, 0.9802], [-3.5859, 4.7518, 1.6386], [-4.8685, 5.2708, 1.7135], [-6.0051, 4.5527, 1.2674], [-4.4274, 1.7257, 0.2819], [-2.4748, 3.1251, 0.6781], [-2.7186, 5.3577, 1.8558], [-4.9021, 6.2661, 2.1314], [-6.9915, 4.9410, 1.4740]], "lowdin_charge": [0.04, -0.27, -0.03, -0.07, -0.09, -0.06, 0.00, 0.09, 0.08, 0.10, 0.10, 0.10, 0.02, -0.27, -0.01, -0.04, -0.10, -0.06, -0.04, 0.11, 0.11, 0.10, 0.11, 0.11, 0.04, -0.31, 0.03, -0.07, -0.12, -0.07, -0.05, 0.12, 0.11, 0.09, 0.10, 0.11, 0.06, -0.31, -0.01, -0.06, -0.10, -0.07, -0.02, 0.12, 0.10, 0.10, 0.09, 0.10, 0.03, -0.28, -0.04, -0.04, -0.08, -0.09, 0.01, 0.10, 0.08, 0.10, 0.11, 0.11, 0.02, -0.23, -0.01, -0.08, -0.10, -0.06, -0.04, 0.11, 0.11, 0.10, 0.09, 0.10, 0.18, -0.18, 0.06, 0.03, 0.08, 0.04, 0.04, 0.12, 0.14, 0.13, 0.14, 0.14, 0.06, -0.29, -0.02, -0.03, -0.09, -0.08, -0.01, 0.09, 0.08, 0.09, 0.11, 0.12, 0.04, -0.32, -0.03, -0.10, -0.10, -0.04, -0.01, 0.12, 0.11, 0.11, 0.11, 0.12, 0.05, -0.27, -0.01, -0.07, -0.11, -0.06, 0.00, 0.12, 0.10, 0.08, 0.08, 0.11, 0.05, -0.27, -0.04, -0.10, -0.06, -0.06, -0.01, 0.11, 0.10, 0.08, 0.07, 0.10, 0.06, -0.29, 0.01, -0.08, -0.11, -0.07, -0.02, 0.11, 0.11, 0.10, 0.10, 0.09, 0.06, -0.31, -0.03, -0.07, -0.10, -0.07, 0.01, 0.10, 0.09, 0.08, 0.10, 0.12], "charge": 1, "e_homo_ev": [-10.54, -10.54], "gap_ev": [6.41, 2.50], "spin_multiplicity": 2, "energy_ev": -117254.8748}